Computed, not measured: one molecule with the formula C3H4N2, with the ωB97M-V functional and the def2-TZVPD basis.

Each line ends with the Löwdin charge.
CARTESIAN COORDINATES (ANGSTROEM)
1 N 0.31043 1.30202 -1.50928  0.10
2 C 0.31154 0.06981 -1.22550  -0.26
3 H -0.29835 1.18735 0.72114  0.17
4 H -0.28895 -1.62977 1.60678  0.10
5 C 0.51856 -0.95693 -0.33233  -0.16
6 C -0.05188 -0.74512 1.02108  -0.16
7 H 1.00919 -1.97993 -0.43984  0.11
8 H -1.13313 0.61696 2.33145  0.09
9 N -0.87587 0.35495 1.36657  0.02

Computed properties:
Multiplicity: 1
LUMO (eV): 0.07
DFT total energy (eV): -6152.9605
Frontier orbital gap (eV): 8.7

=====

Computed, not measured: C18H18CoN7O4S3 as an isolated structure, with the ωB97M-V functional and the def2-TZVPD basis.

Each line ends with the Löwdin charge.
CARTESIAN COORDINATES (ANGSTROEM)
1 H -3.33864 3.89409 4.72593  0.02
2 C 1.62753 2.29286 -1.69791  -0.24
3 H 1.98987 3.50845 0.12932  0.12
4 N -3.90194 -0.38234 -0.53402  0.02
5 H 0.49768 -0.19862 1.20362  0.10
6 C 2.35435 -3.11415 3.34015  -0.02
7 C -0.08004 -2.60707 -0.89525  -0.03
8 S -1.93595 1.26933 1.72409  0.59
9 C 1.30980 2.82208 -0.36831  -0.07
10 S -2.81465 2.15885 -2.78385  0.32
11 Co -1.14963 1.37652 -1.01800  0.40
12 O -2.06454 0.81756 -2.65341  -0.44
13 C 3.05612 1.96651 -3.57953  -0.08
14 C 2.01635 1.29708 -4.20610  -0.06
15 N -0.12012 3.23190 1.29294  -0.11
16 C 2.86356 2.47920 -2.30723  -0.03
17 C 0.22676 -0.83336 0.37946  -0.13
18 H -4.30481 0.51031 -0.27216  0.00
19 N 0.50665 -2.16668 0.28817  0.00
20 H 2.42138 -6.06493 1.68470  0.12
21 O -4.23578 1.93947 -2.61414  -0.35
22 H -0.06174 0.68862 -3.96235  0.11
23 H -3.96400 -0.40691 -1.54608  0.00
24 H -3.77076 3.51046 3.04032  0.03
25 H 1.42745 -1.32828 2.65344  0.11
26 C 2.63907 -4.45244 3.08043  -0.24
27 H -3.16076 2.22809 4.10623  0.00
28 N 0.63426 1.64112 -2.30576  0.09
29 C -1.10680 2.71591 1.99673  -1.14
30 H 2.68232 -2.66548 4.26770  0.12
31 S -1.40774 3.73841 3.41188  0.79
32 N 3.96130 -5.86972 4.79571  0.15
33 C 1.65052 -2.35923 2.42361  0.01
34 C 3.37488 -5.23931 4.03407  -0.19
35 H 1.17566 -4.73447 0.05093  0.10
36 O -2.20977 2.87366 -1.56995  -0.39
37 H 4.00637 2.09818 -4.08208  0.10
38 C -3.08992 3.28344 3.85739  -0.47
39 N -0.47567 -0.43332 -0.63740  0.00
40 H -4.47438 -1.12466 -0.15141  0.00
41 C 1.21941 -2.93238 1.22697  -0.16
42 N 0.17567 2.54339 0.16112  -0.07
43 H 3.64506 3.02157 -1.79079  0.11
44 C -0.68138 -1.52761 -1.44620  -0.08
45 H 2.12427 0.90071 -5.20626  0.10
46 O -2.44922 2.83103 -4.01162  -0.34
47 H -0.03838 -3.62805 -1.22236  0.10
48 C 0.81147 1.16146 -3.52795  -0.09
49 H -1.26610 -1.43353 -2.34527  0.11
50 C 1.50023 -4.27221 0.97056  0.00
51 C 2.20471 -5.02554 1.88995  -0.02

Computed properties:
Multiplicity: 2
LUMO (alpha / beta) (eV): 1.58 / 1.58
DFT total energy (eV): -107714.6813
Frontier orbital gap (alpha / beta) (eV): 6.3 / 6.3
Net charge: -1

=====

Computed, not measured: a 2-piece molecular cluster, C3H11O overall, with the ωB97M-V functional and the def2-TZVPD basis.

Each line ends with the Löwdin charge.
CARTESIAN COORDINATES (ANGSTROEM)
1 H -1.19830 -2.49756 0.06475  0.14
2 H 1.31466 2.24129 -1.58158  0.21
3 H 0.91174 -1.36549 -0.36170  0.12
4 C -1.18036 -1.40550 0.11969  -0.08
5 H -0.41055 -1.40308 2.17032  0.15
6 O 1.92799 2.46429 -0.84472  0.35
7 C -1.26714 -0.88832 1.69379  0.12
8 H -0.18735 -1.27624 -1.74581  0.13
9 H -0.95709 0.15977 1.62441  0.10
10 H 2.88855 2.48257 -1.06522  0.22
11 H -2.12539 -0.89617 -0.15812  0.20
12 C -0.02340 -0.91759 -0.72126  -0.05
13 H 0.03027 0.16574 -0.59189  0.07
14 H -2.19881 -1.07405 2.21271  0.11
15 H 1.71476 3.26375 -0.31044  0.22

Computed properties:
Multiplicity: 2
LUMO (alpha / beta) (eV): -8.40 / -13.60
DFT total energy (eV): -5313.9809
Frontier orbital gap (alpha / beta) (eV): 12.8 / 7.8
Net charge: +2

=====

Computed, not measured: an isolated ion of composition CH4BrN2 and charge +1, with the ωB97M-V functional and the def2-TZVPD basis.

Each line ends with the Löwdin charge.
CARTESIAN COORDINATES (ANGSTROEM)
1 H -1.07945 -0.79336 0.10805  0.11
2 H 0.36348 -1.11191 -0.24252  0.12
3 C 0.34401 0.21482 1.20903  -0.16
4 H -0.32494 0.28260 -0.90205  0.22
5 N -0.24330 -0.38969 -0.06614  0.24
6 H 1.29434 0.56886 0.94618  0.12
7 N -0.38385 -0.17834 2.19455  -0.51
8 Br -0.24869 -0.10116 3.95166  0.85

Computed properties:
Multiplicity: 1
LUMO (eV): -4.56
DFT total energy (eV): -74114.9578
Frontier orbital gap (eV): 9.9
Net charge: +1

=====

F_max? In order: 10.03, 0.39, 3.16, 5.42 eV/Å.
Relative energy (zero: lowest compared OMol25 entry of this formula, charge and spin)? In order: 67.8, 8.7, 0.0, 68.2 kcal per mole.